[1]
24
Properties=species:S:1:pos:R:3 method="wB97M-V/def2-TZVPD" relative_energy_kcal_mol=17.3 smiles="C=C(C)C.CCSC" e_homo_ev=-8.476 gap_ev=9.4 lumo_energy_ev=0.9
C -0.67 -0.42 1.30
C -0.53 -1.60 2.21
C -0.33 -1.45 3.51
C -0.55 -2.95 1.55
H 0.19 -0.28 0.65
H -0.99 0.48 1.83
H -1.53 -0.63 0.64
H -0.30 -2.30 4.18
H -0.19 -0.47 3.94
H -0.25 -3.73 2.24
H 0.15 -2.92 0.72
H -1.54 -3.14 1.11
C 1.30 0.94 -3.63
C 0.42 1.07 -2.41
S 1.36 1.72 -0.99
C 0.02 2.66 -0.19
H 0.79 0.48 -4.47
H 2.17 0.32 -3.42
H 1.69 1.91 -3.96
H 0.00 0.10 -2.13
H -0.44 1.72 -2.56
H -0.16 3.60 -0.70
H -0.88 2.06 -0.27
H 0.29 2.81 0.85

***

[2]
8
Properties=species:S:1:pos:R:3 method="wB97M-V/def2-TZVPD" relative_energy_kcal_mol=14.9 total_charge=-1 e_homo_ev=-2.560 gap_ev=6.4 lumo_energy_ev=3.9
S -1.68 -1.38 0.11
H -3.01 -1.44 0.02
C 2.24 0.95 -0.25
O 1.14 1.78 0.09
H 3.08 1.51 0.15
H 2.32 -0.07 0.14
H 2.21 0.92 -1.34
H 0.27 1.39 0.24

***

[3]
83
Properties=species:S:1:pos:R:3 method="wB97M-V/def2-TZVPD" smiles="CP(C)c1cc(CC(=O)F)c(CCF)c2c1C(=O)NC2=O.O=C1c2ccccc2C(=O)c2ccccc21.O=C1c2ccccc2C(=O)c2ccccc21" e_homo_ev=-8.070 gap_ev=7.0 lumo_energy_ev=-1.1
C 0.34 -4.67 1.16
P -0.49 -4.59 -0.52
C -0.14 -2.89 -1.20
C -2.32 -4.57 -0.26
C -2.94 -4.30 0.95
C -4.31 -4.26 1.09
C -4.96 -3.93 2.42
C -4.09 -4.15 3.64
O -4.10 -3.39 4.58
F -3.29 -5.24 3.74
C -5.13 -4.50 -0.02
C -6.65 -4.43 0.01
C -7.07 -3.05 -0.54
F -6.92 -2.12 0.49
C -4.51 -4.76 -1.22
C -3.12 -4.80 -1.36
C -2.79 -5.08 -2.82
O -1.79 -4.85 -3.44
N -4.02 -5.65 -3.34
C -5.09 -5.03 -2.60
O -6.16 -4.77 -3.07
H 1.30 -5.17 1.02
H 0.49 -3.63 1.49
H -0.29 -5.23 1.85
H 0.92 -2.63 -1.14
H -0.79 -2.19 -0.66
H -0.51 -2.89 -2.23
H -2.34 -4.09 1.83
H -5.92 -4.43 2.59
H -5.19 -2.86 2.41
H -7.02 -4.55 1.03
H -7.03 -5.24 -0.63
H -8.10 -3.04 -0.92
H -6.34 -2.77 -1.31
H -3.98 -6.64 -3.13
C 3.84 3.40 -2.38
C 3.67 2.18 -1.73
C 2.60 1.37 -2.06
C 1.69 1.77 -3.03
C 1.85 3.00 -3.66
C 2.93 3.81 -3.34
C 0.86 3.47 -4.67
O 1.00 4.55 -5.22
C -0.31 2.61 -4.98
C -1.28 3.05 -5.87
C -2.36 2.25 -6.18
C -2.48 0.99 -5.60
C -1.53 0.54 -4.70
C -0.44 1.35 -4.38
C 0.56 0.87 -3.39
O 0.45 -0.22 -2.88
H 4.68 4.04 -2.13
H 4.37 1.87 -0.97
H 2.47 0.41 -1.56
H 3.06 4.76 -3.84
H -1.18 4.03 -6.33
H -3.12 2.60 -6.87
H -3.33 0.36 -5.84
H -1.63 -0.43 -4.24
C 2.82 6.94 2.58
C 3.21 6.29 1.41
C 3.87 5.07 1.48
C 4.14 4.50 2.72
C 3.77 5.16 3.89
C 3.10 6.38 3.81
C 4.10 4.59 5.22
O 3.77 5.16 6.24
C 4.84 3.30 5.28
C 5.21 2.78 6.52
C 5.89 1.58 6.58
C 6.21 0.89 5.42
C 5.85 1.41 4.19
C 5.18 2.62 4.11
C 4.83 3.18 2.78
O 5.11 2.58 1.76
H 2.30 7.88 2.52
H 3.00 6.73 0.45
H 4.17 4.56 0.57
H 2.80 6.88 4.72
H 4.96 3.32 7.42
H 6.18 1.18 7.55
H 6.73 -0.06 5.47
H 6.10 0.87 3.28

***

[4]
7
Properties=species:S:1:pos:R:3 method="wB97M-V/def2-TZVPD" relative_energy_kcal_mol=18.4 smiles="N/C(Cl)=N/Cl" e_homo_ev=-10.100 gap_ev=10.3 lumo_energy_ev=0.2
C 0.11 -0.12 -0.03
N 0.59 -1.27 -0.16
N -0.69 0.73 -0.76
Cl 0.93 1.08 1.37
Cl 1.58 -2.08 0.91
H -1.44 0.16 -1.11
H -1.07 1.50 -0.21

***

[5]
65
Properties=species:S:1:pos:R:3 method="wB97M-V/def2-TZVPD" relative_energy_kcal_mol=21.2 total_charge=+3 s_squared=6.016 e_homo_ev="-16.600 / -16.545" spin_multiplicity=5 gap_ev="9.0 / 4.5" lumo_energy_ev="-7.6 / -12.1"
Rh 0.67 -0.03 -0.29
N 2.13 -0.23 3.83
C 0.85 -0.25 4.30
C 0.05 -0.25 3.19
N 0.83 -0.24 2.07
C 2.09 -0.23 2.48
C 3.15 -0.18 1.51
N 2.85 -0.10 0.22
C 4.03 -0.08 -0.47
C 5.06 -0.14 0.41
N 4.49 -0.20 1.66
H 2.95 -0.22 4.42
H 0.60 -0.26 5.34
H -1.03 -0.26 3.15
H 4.07 -0.03 -1.55
H 6.12 -0.15 0.26
H 5.01 -0.27 2.52
C 1.30 -2.80 -1.18
N 0.06 -3.38 -0.75
C -0.08 -4.83 -0.64
C -1.52 -4.99 -0.13
N -1.97 -3.61 0.07
C -3.35 -3.40 0.50
C -1.04 -2.72 -0.32
N -1.08 -1.39 -0.31
C -2.22 -0.63 0.15
C -2.26 0.78 -0.42
N -1.01 1.49 -0.25
C -0.98 2.82 -0.32
N 0.16 3.52 -0.10
C 1.44 2.96 0.22
C -0.02 4.96 -0.29
C -1.53 5.07 -0.53
N -1.98 3.68 -0.61
C -3.39 3.45 -0.87
H 2.14 -3.29 -0.69
H 1.30 -1.73 -0.91
H 1.44 -2.86 -2.26
H 0.66 -5.22 0.07
H 0.09 -5.31 -1.60
H -1.58 -5.54 0.80
H -2.16 -5.50 -0.86
H -3.74 -4.35 0.84
H -3.98 -3.05 -0.31
H -3.41 -2.70 1.34
H -2.19 -0.56 1.25
H -3.16 -1.10 -0.13
H -3.08 1.30 0.08
H -2.51 0.70 -1.48
H 1.34 2.23 1.03
H 2.10 3.76 0.57
H 1.93 2.50 -0.65
H 0.57 5.31 -1.13
H 0.30 5.50 0.60
H -1.76 5.59 -1.46
H -2.05 5.60 0.28
H -3.81 4.36 -1.29
H -3.95 3.23 0.05
H -3.56 2.65 -1.58
N 1.40 -0.35 -3.45
N 0.44 0.36 -2.64
H 1.74 0.22 -4.21
H 0.95 -1.17 -3.85
H -0.51 0.17 -2.92
H 0.60 1.35 -2.76

***

[6]
117
Properties=species:S:1:pos:R:3 method="wB97M-V/def2-TZVPD" relative_energy_kcal_mol=0.0 s_squared=6.089 e_homo_ev="-4.761 / -7.557" spin_multiplicity=5 gap_ev="5.4 / 7.9" lumo_energy_ev="0.6 / 0.3"
Cr -1.58 0.43 -0.35
C -3.61 -2.83 0.17
Si -1.95 -1.93 -0.11
C -1.25 -2.67 -1.74
C -1.79 -3.81 -2.34
C -1.50 -4.15 -3.65
C -0.64 -3.35 -4.40
C -0.06 -2.24 -3.81
C -0.35 -1.89 -2.50
P 0.42 -0.49 -1.60
C 2.06 -1.29 -1.17
C 1.89 -2.50 -0.24
C 3.21 -3.29 -0.12
C 4.42 -2.42 -0.43
C 4.36 -1.90 -1.88
C 2.91 -1.73 -2.36
C 0.91 0.98 -2.64
C 1.52 0.97 -4.07
C 2.94 1.54 -4.10
C 2.94 3.00 -3.62
C 2.03 3.20 -2.39
C 1.76 1.87 -1.70
C -0.93 -2.57 1.38
C -0.74 -3.93 1.61
C -0.09 -4.39 2.75
C 0.40 -3.48 3.67
C 0.24 -2.12 3.45
C -0.43 -1.65 2.32
P -0.69 0.15 1.99
C 0.90 0.86 2.66
C 2.11 0.29 1.89
C 3.38 1.14 2.10
C 3.35 1.82 3.46
C 2.19 2.83 3.52
C 1.00 2.38 2.65
C -1.92 0.71 3.29
C -1.53 0.44 4.75
C -2.71 0.74 5.67
C -3.85 -0.26 5.44
C -3.77 -0.88 4.04
C -3.35 0.16 3.01
H -3.47 -3.91 0.22
H -4.05 -2.51 1.12
H -4.33 -2.61 -0.62
H -2.47 -4.43 -1.77
H -1.95 -5.03 -4.10
H -0.43 -3.59 -5.43
H 0.62 -1.63 -4.40
H 2.61 -0.51 -0.64
H 1.56 -2.17 0.75
H 1.11 -3.15 -0.62
H 3.30 -3.72 0.88
H 3.20 -4.13 -0.83
H 4.45 -1.57 0.27
H 5.35 -2.98 -0.28
H 4.88 -0.94 -1.95
H 4.88 -2.59 -2.55
H 2.88 -1.02 -3.18
H 2.52 -2.68 -2.74
H -0.04 1.48 -2.73
H 1.50 -0.02 -4.53
H 0.89 1.60 -4.70
H 3.60 0.94 -3.48
H 3.33 1.48 -5.12
H 3.97 3.29 -3.39
H 2.60 3.64 -4.44
H 2.49 3.91 -1.70
H 1.07 3.63 -2.69
H 2.72 1.39 -1.47
H 1.22 2.02 -0.76
H -1.11 -4.64 0.88
H 0.04 -5.45 2.91
H 0.92 -3.82 4.55
H 0.67 -1.44 4.17
H 0.95 0.54 3.70
H 2.29 -0.74 2.19
H 1.86 0.28 0.82
H 4.26 0.50 2.01
H 3.46 1.91 1.33
H 3.23 1.07 4.24
H 4.30 2.33 3.66
H 1.86 2.96 4.55
H 2.53 3.81 3.17
H 0.09 2.85 3.03
H 1.14 2.72 1.62
H -1.94 1.79 3.14
H -1.24 -0.60 4.88
H -0.68 1.07 5.03
H -2.37 0.71 6.71
H -3.06 1.76 5.48
H -3.81 -1.06 6.19
H -4.81 0.24 5.56
H -3.07 -1.72 4.04
H -4.75 -1.29 3.76
H -3.41 -0.28 2.01
H -4.06 0.98 3.02
C -3.65 0.03 -4.22
C -3.64 1.36 -4.70
C -3.03 2.32 -3.96
C -2.40 2.01 -2.73
N -2.36 0.69 -2.30
C -3.01 -0.22 -3.03
C -1.85 3.00 -1.87
C -1.88 4.40 -2.16
C -1.51 5.31 -1.22
C -1.08 4.86 0.05
C -0.98 3.50 0.23
N -1.30 2.58 -0.68
H -4.13 -0.77 -4.76
H -4.13 1.60 -5.64
H -3.04 3.35 -4.31
H -3.01 -1.23 -2.64
H -2.21 4.73 -3.13
H -1.54 6.37 -1.44
H -0.82 5.55 0.84
H -0.61 3.10 1.17
F -3.29 1.00 0.14

***

[7]
93
Properties=species:S:1:pos:R:3 method="wB97M-V/def2-TZVPD" relative_energy_kcal_mol=0.0 total_charge=+1 e_homo_ev=-11.838 gap_ev=9.7 lumo_energy_ev=-2.2
C -3.89 0.84 6.26
C -4.80 2.03 5.94
C -4.27 3.22 6.75
C -4.75 2.42 4.47
C -5.61 1.56 3.54
O -5.04 1.50 2.19
S -4.13 0.22 1.83
O -5.00 -0.91 1.76
O -3.33 0.03 3.24
C -2.00 -0.41 3.01
C -1.01 0.75 2.76
O -1.54 1.99 3.16
Si -1.33 3.27 2.09
C 0.47 3.82 2.07
C -1.92 2.84 0.36
C -2.45 4.63 2.71
H -3.87 0.69 7.34
H -2.89 1.07 5.93
H -4.23 -0.07 5.79
H -5.80 1.76 6.26
H -5.00 4.03 6.79
H -3.97 2.92 7.74
H -3.36 3.56 6.25
H -5.13 3.44 4.41
H -3.74 2.45 4.09
H -5.82 0.57 3.93
H -6.55 2.07 3.39
H -1.70 -0.94 3.91
H -1.95 -1.13 2.19
H -0.11 0.54 3.33
H -0.73 0.71 1.70
H 0.87 3.68 1.07
H 0.53 4.88 2.29
H 1.10 3.29 2.78
H -1.24 2.12 -0.08
H -1.93 3.72 -0.26
H -2.91 2.42 0.43
H -2.36 4.77 3.78
H -2.22 5.57 2.21
H -3.47 4.38 2.44
C 5.26 0.75 -0.99
C 3.94 1.14 -1.66
C 2.72 0.60 -0.93
C 2.45 -0.91 -1.10
P 1.66 -1.45 -2.62
C 0.21 -0.40 -2.86
C -0.79 -0.20 -1.71
C -1.75 -1.35 -1.38
C -2.48 -1.95 -2.57
C 1.05 -3.12 -2.39
C 1.98 -4.32 -2.12
C 2.82 -4.83 -3.29
C 2.07 -5.00 -4.61
C 2.55 -1.16 -4.16
C 3.87 -1.81 -4.59
C 5.01 -1.90 -3.56
C 6.14 -0.91 -3.84
H 5.36 -0.33 -0.88
H 6.11 1.11 -1.56
H 5.32 1.19 0.01
H 3.95 0.80 -2.70
H 3.88 2.22 -1.69
H 1.83 1.16 -1.23
H 2.84 0.79 0.14
H 1.75 -1.21 -0.31
H 3.35 -1.49 -0.90
H -0.29 -0.72 -3.77
H 0.62 0.59 -3.10
H -1.41 0.66 -1.98
H -0.26 0.08 -0.80
H -2.49 -0.97 -0.67
H -1.23 -2.14 -0.83
H -3.17 -1.23 -3.01
H -3.07 -2.81 -2.26
H -1.80 -2.30 -3.36
H 0.35 -3.35 -3.20
H 0.43 -3.04 -1.50
H 1.34 -5.13 -1.78
H 2.64 -4.08 -1.29
H 3.25 -5.79 -3.00
H 3.68 -4.17 -3.43
H 1.33 -5.80 -4.54
H 2.76 -5.25 -5.41
H 1.55 -4.09 -4.92
H 2.66 -0.07 -4.23
H 1.81 -1.40 -4.93
H 4.22 -1.26 -5.47
H 3.66 -2.81 -4.98
H 5.44 -2.90 -3.58
H 4.64 -1.75 -2.55
H 6.66 -1.17 -4.77
H 6.88 -0.93 -3.04
H 5.77 0.11 -3.94

***

[8]
12
Properties=species:S:1:pos:R:3 method="wB97M-V/def2-TZVPD" relative_energy_kcal_mol=87.7 e_homo_ev=-9.618 gap_ev=9.7 lumo_energy_ev=0.1
C -0.11 -0.28 -1.53
C -1.29 -0.83 -0.65
C -0.27 -0.45 0.41
C 1.58 0.88 0.28
C 0.71 -0.02 -0.43
H -1.50 -1.88 -0.83
H -2.18 -0.11 -0.64
H -0.32 -0.15 2.69
H 2.39 1.72 0.04
N 0.13 -0.07 1.72
N 1.25 0.90 1.64
O -0.40 0.31 -2.70

***

[9]
12
Properties=species:S:1:pos:R:3 method="wB97M-V/def2-TZVPD" relative_energy_kcal_mol=145.0 e_homo_ev=-9.374 gap_ev=9.4 lumo_energy_ev=0.0
N 3.29 -0.33 0.18
C 2.14 -0.33 0.29
C 0.71 -0.31 0.33
C -0.29 0.62 0.84
C -1.23 -0.21 0.02
N -0.09 -1.03 -0.44
H 0.19 -0.51 1.64
H -0.40 1.44 1.52
H -0.35 0.91 -2.16
H -1.91 0.26 -0.70
H -1.92 -0.72 0.69
H -0.15 0.19 -2.23

***

[10]
15
Properties=species:S:1:pos:R:3 method="wB97M-V/def2-TZVPD" relative_energy_kcal_mol=141.4 total_charge=+1 e_homo_ev=-13.270 gap_ev=9.4 lumo_energy_ev=-3.9
C 0.72 1.68 0.97
C 0.65 -0.25 -0.06
N -0.25 2.17 0.29
N -0.74 1.57 -0.65
N -0.35 0.32 -0.91
N 0.35 -1.61 0.47
N -1.44 -0.45 -1.22
H 0.59 1.76 2.07
H 1.77 1.73 0.84
H 1.63 -0.30 -0.48
H -0.63 -1.77 0.07
H 0.98 -2.43 0.36
H -1.42 -0.96 -2.12
H -2.20 0.13 -1.28
H 0.34 -1.57 1.64

***

[11]
11
Properties=species:S:1:pos:R:3 method="wB97M-V/def2-TZVPD" relative_energy_kcal_mol=128.3 e_homo_ev="-7.415 / -6.665" gap_ev="8.5 / 7.7" lumo_energy_ev="1.0 / 1.1"
C 0.69 -0.79 1.34
N -1.40 0.15 -0.47
N 0.66 0.73 -1.33
N -0.17 -0.23 -0.81
H 1.67 -0.63 1.08
H 0.01 0.04 1.78
H 0.72 -1.75 1.81
H -1.98 0.92 -0.78
H -2.03 -0.69 -0.44
H 1.61 0.59 -0.97
H 0.21 1.66 -1.22

***

[12]
13
Properties=species:S:1:pos:R:3 method="wB97M-V/def2-TZVPD" relative_energy_kcal_mol=40.0 e_homo_ev=-9.534 gap_ev=8.6 lumo_energy_ev=-1.0
C -0.97 0.01 -0.02
C 0.46 0.40 -0.06
C 1.41 -0.76 0.04
H -2.89 0.84 -0.05
H -1.56 2.00 0.07
H -2.22 -1.41 -0.24
H 1.14 -1.42 -0.79
H 1.14 -1.23 0.97
H 2.78 0.42 0.15
N -1.88 1.04 0.11
N -1.22 -1.26 -0.11
O 2.78 -0.51 0.00
S 1.02 1.90 -0.08

***

[13]
12
Properties=species:S:1:pos:R:3 method="wB97M-V/def2-TZVPD" relative_energy_kcal_mol=51.9 smiles=N#Cc1cscc1N e_homo_ev=-8.356 gap_ev=8.9 lumo_energy_ev=0.5
C 1.93 -1.04 0.15
C -0.39 -1.84 -0.01
C -1.55 0.45 0.07
C 0.56 -0.93 0.12
C -0.28 0.77 0.01
N 3.08 -1.05 0.03
N 0.40 1.96 -0.04
S -2.03 -1.25 0.01
H -0.56 -2.93 0.25
H -2.32 1.16 -0.12
H -0.21 2.63 -0.49
H 1.37 2.06 0.02

***

[14]
23
Properties=species:S:1:pos:R:3 method="wB97M-V/def2-TZVPD" relative_energy_kcal_mol=159.8 e_homo_ev=-8.971 gap_ev=9.4 lumo_energy_ev=0.5
C -1.85 0.77 -0.33
C -2.77 -1.23 0.38
C -1.40 -1.34 0.44
C 0.56 -0.07 -0.23
C 1.55 -0.64 -1.15
C 2.83 -0.62 -0.81
C 3.40 0.22 0.14
C 2.52 0.55 1.22
C 1.03 0.33 1.09
H -0.35 2.27 -0.67
H -2.03 2.87 -0.43
H -3.35 -1.92 -0.48
H -3.40 -1.47 1.23
H -1.00 -2.61 0.48
H -0.92 -0.74 1.63
H 0.96 -0.97 -2.07
H 3.64 -1.04 -1.59
H 4.52 -0.12 0.27
H 2.76 0.92 2.41
H 0.26 0.30 2.03
N -1.40 2.06 -0.58
N -2.97 0.42 0.13
N -0.82 -0.37 -0.60

***

Values of DFT total energy, in order: -674.461026 -514.533139 -2741.066643 -1069.142750 -1472.925122 -4054.894432 -2356.478615 -377.524321 -265.304472 -354.331460 -206.360003 -700.825392 -700.533178 -513.585358, all in a.u..